No. 1
72
Properties=species:S:1:pos:R:3:forces:R:3 method="wB97M-V/def2-TZVPD" lumo_energy_ev=0.44 e_above_lowest_kj_mol=128.10 largest_force_ev_per_a=3.13 molar_mass_g_mol=421.58
C -1.6383 3.8067 -0.3576 -0.358 -0.234 1.928
N -2.8278 3.0223 -0.1040 0.828 0.990 -1.087
C -2.8816 2.1867 0.9339 -1.806 -0.040 -0.504
C -4.2551 1.6133 1.1061 -0.533 -0.259 -0.893
O -1.9359 1.9797 1.6282 1.716 -0.734 1.696
H -0.9844 3.4118 -1.0722 0.868 -0.874 -1.178
H -1.1105 3.8581 0.5927 0.232 -0.067 -0.046
H -1.8623 4.8008 -0.6123 -0.608 1.296 -0.527
H -3.6544 3.2153 -0.6170 -0.447 0.062 -0.356
H -4.2900 0.6239 1.5604 0.158 0.152 -0.039
H -4.7003 1.6069 0.0946 -0.097 -0.478 0.496
H -4.8671 2.3044 1.6644 -0.125 0.176 0.488
C 2.3070 2.0370 -2.8970 0.911 -0.028 0.939
C 3.0802 1.1306 -1.8984 0.379 1.434 -1.962
C 4.5746 1.2646 -1.9753 0.065 -0.409 1.045
O 2.5659 0.4370 -1.0754 -0.711 -0.680 0.522
H 2.8614 2.9891 -2.9246 -0.226 -0.243 -0.065
H 1.3460 2.2291 -2.4475 -0.542 -0.027 -0.288
H 2.2744 1.6556 -3.9260 -0.130 -0.162 0.419
H 4.8213 2.1814 -1.4195 -0.016 -0.110 -0.212
H 4.9984 1.3372 -2.9760 -0.121 -0.166 0.044
H 4.9265 0.4094 -1.3809 0.480 0.258 -0.468
C -2.1491 -2.2486 2.7919 -0.164 0.729 -0.545
C -2.4023 -3.2424 3.8855 -0.876 1.005 0.354
C -1.2299 -3.6891 4.6746 -0.052 0.847 0.191
O -3.5390 -3.5720 4.1506 0.181 -0.316 -0.016
H -1.1450 -2.4011 2.3463 -0.663 0.388 0.145
H -2.2926 -1.1797 3.1502 0.450 -1.258 -0.205
H -2.9615 -2.4172 2.0714 0.411 0.140 -0.113
H -0.8593 -2.8354 5.2756 -0.169 -0.389 -0.239
H -0.4592 -3.9432 3.9767 0.704 -0.441 -0.153
H -1.5550 -4.4859 5.3017 0.157 -0.675 0.552
C -0.3188 -0.5200 -0.2974 -0.553 -0.194 -0.595
C 0.4893 -0.6079 0.9429 1.312 1.767 -0.288
C 0.8656 0.7559 1.5935 -0.540 -0.982 -0.685
O 0.9780 -1.6500 1.3221 -0.318 -0.064 0.257
H -0.6203 -1.5361 -0.5437 -0.459 0.076 -0.168
H 0.2713 -0.1324 -1.1461 0.088 -0.107 0.601
H -1.1487 0.1796 -0.1612 -0.102 -0.269 0.002
H 1.1922 1.4854 0.8137 -0.571 -0.645 0.595
H 1.7035 0.4624 2.1910 0.518 0.285 0.704
H 0.0187 1.1337 2.1938 0.520 -0.057 -0.362
C -3.8349 -1.4742 -2.3606 -0.263 -0.195 1.653
C -4.9227 -1.2497 -3.3379 -0.510 -0.240 -1.784
C -4.9798 -2.2832 -4.5714 0.360 2.083 1.022
O -5.7190 -0.3414 -3.2374 0.346 -0.559 -0.075
H -3.7643 -0.7140 -1.5790 -0.313 0.128 -0.239
H -2.8743 -1.5660 -2.7908 1.024 -0.089 -0.855
H -3.9952 -2.4210 -1.8367 -0.128 -0.116 -0.099
H -5.4983 -3.1503 -4.1719 -0.037 -0.250 -0.329
H -3.9352 -2.5309 -4.8758 -0.926 0.033 0.118
H -5.5522 -1.7593 -5.3775 0.488 -0.767 0.634
C 1.7034 -3.4641 -1.7820 -0.675 -1.878 0.184
C 3.1598 -3.2134 -1.7175 2.187 1.504 -1.662
C 3.7337 -2.9184 -0.3308 -1.074 -1.793 0.086
O 3.8954 -3.1573 -2.7276 -1.809 -0.411 2.236
H 1.2413 -3.4026 -2.7467 0.108 0.697 -0.691
H 1.1607 -2.9422 -1.0195 -0.198 0.592 0.332
H 1.4871 -4.5295 -1.5507 0.495 0.279 0.230
H 3.5112 -3.8305 0.2760 0.034 0.558 -0.197
H 3.2731 -2.0930 0.2181 0.047 0.053 -0.441
H 4.7921 -2.8830 -0.4050 0.912 0.474 -0.052
C 2.5574 4.1570 2.3435 -0.819 -0.113 -0.329
C 3.1375 3.1798 1.3336 -0.028 0.233 0.574
C 4.2631 2.2508 1.8305 -1.370 1.204 0.191
O 2.7551 3.1782 0.1911 0.195 -0.046 -0.418
H 1.6851 4.7682 1.9864 0.748 -0.991 0.167
H 3.3646 4.8357 2.4820 0.782 0.872 0.377
H 2.3717 3.7042 3.3214 -0.111 -0.042 -0.172
H 4.7459 2.6814 2.6962 0.537 0.483 -0.034
H 4.9358 2.0706 0.9959 -0.074 -0.668 0.303
H 3.7161 1.4410 2.3144 0.285 -0.733 -0.715

No. 2
71
Properties=species:S:1:pos:R:3:forces:R:3 method="wB97M-V/def2-TZVPD" lumo_energy_ev="-12.96 / -14.98" spin_multiplicity=4 e_above_lowest_kj_mol=0.00 largest_force_ev_per_a=5.69 total_charge=+4 s2=3.7600 molar_mass_g_mol=622.70
P -0.4540 3.0401 -1.9615 -1.702 4.878 -0.285
C -0.2178 4.2890 -0.6279 1.082 -1.272 0.924
H -0.8675 5.1625 -0.7772 -0.063 -0.357 -0.417
H 0.8341 4.6024 -0.5991 -0.305 -0.031 0.024
H -0.4617 3.8002 0.3257 0.083 0.341 -0.088
C 0.0272 4.0309 -3.4360 1.278 -1.586 -0.521
H -0.0284 3.3585 -4.3013 0.062 0.425 -0.135
H 1.0636 4.3677 -3.3241 -0.187 -0.026 -0.103
H -0.6384 4.8857 -3.5919 -0.169 -0.195 0.418
C -2.2824 3.1793 -2.1081 -0.209 -1.882 0.321
H -2.5510 4.1727 -2.4907 0.356 -0.176 0.050
H -2.7350 3.0080 -1.1238 0.010 0.126 -0.252
H -2.6406 2.4034 -2.7947 -0.293 0.408 -0.006
P -3.2928 -2.5672 0.9855 -1.846 -0.998 1.569
C -3.4690 -1.9487 2.6827 0.205 0.314 -0.083
H -4.3376 -2.3973 3.1816 0.178 0.030 -0.180
H -3.5864 -0.8570 2.6681 -0.087 -0.245 0.078
H -2.5629 -2.1883 3.2540 -0.194 0.014 -0.081
C -4.9552 -2.5313 0.2330 0.197 0.388 -0.373
H -4.9012 -2.8952 -0.8000 -0.097 -0.019 0.198
H -5.3247 -1.4992 0.2138 -0.027 -0.188 0.038
H -5.6566 -3.1559 0.7984 0.228 0.082 0.014
C -2.9054 -4.3429 1.1655 0.514 0.063 -0.273
H -3.7644 -4.8884 1.5765 0.105 0.228 -0.048
H -2.0431 -4.4591 1.8336 -0.197 -0.056 -0.090
H -2.6455 -4.7618 0.1860 -0.126 -0.093 0.206
P 3.3056 -1.1562 -0.1353 4.468 -1.959 0.956
C 4.0901 -1.1256 1.5297 -1.402 0.722 0.731
H 5.1835 -1.1402 1.4446 -0.227 0.071 -0.359
H 3.7451 -1.9988 2.0974 0.025 0.268 -0.100
H 3.7742 -0.2184 2.0618 0.303 -0.224 0.109
C 3.4197 -2.9740 -0.4178 -1.937 -0.043 -0.264
H 4.4672 -3.2959 -0.4545 -0.052 0.411 0.043
H 2.9202 -3.2220 -1.3598 0.330 -0.311 0.054
H 2.8971 -3.4807 0.4021 0.162 -0.052 -0.210
C 4.7435 -0.6394 -1.1649 -1.232 1.425 -1.013
H 5.6402 -1.2148 -0.9031 -0.400 -0.103 0.255
H 4.9193 0.4337 -1.0091 0.172 -0.278 -0.120
H 4.4840 -0.7989 -2.2207 0.314 0.076 0.181
Re -1.6747 -1.5457 -0.3733 -0.146 -2.059 -3.009
C -2.1128 0.1649 0.3504 -0.854 4.548 3.035
O -2.3792 1.2157 0.8235 1.092 -4.370 -2.235
C -0.3320 -1.7782 0.9621 3.395 0.156 4.569
O 0.4884 -1.9238 1.8028 -3.313 0.472 -3.744
C -0.7135 -3.1949 -2.3435 -0.170 -0.511 0.543
C 0.0767 -2.0620 -2.1650 -0.495 1.286 1.084
C -0.5688 -0.7781 -2.0908 1.274 0.727 -3.243
C -1.8181 -0.6509 -2.8118 0.666 0.017 1.489
C -2.5834 -1.7965 -3.0089 -0.701 0.180 0.206
C -2.0869 -3.0603 -2.6404 0.184 0.048 0.282
H -0.2761 -4.1871 -2.2274 -0.115 0.173 -0.157
H 1.1470 -2.1253 -1.9818 -0.309 -0.152 0.149
H 0.0276 0.1227 -1.9171 -0.069 -0.406 -0.219
H -2.1787 0.3293 -3.1136 -0.088 -0.217 0.213
H -3.5796 -1.7103 -3.4414 0.165 -0.064 0.039
H -2.7245 -3.9400 -2.7053 0.128 0.110 -0.069
C 2.4920 3.9856 1.8223 0.031 -0.018 0.102
C 2.4717 2.6216 1.1613 -0.046 -0.270 0.054
O 1.2716 1.8499 1.3656 -0.069 -0.092 -0.214
C 0.7629 1.8016 2.7135 0.005 0.333 -0.084
C 1.6665 1.0936 3.7014 -0.004 -0.061 -0.082
H 1.6006 4.5791 1.5828 0.188 -0.157 0.130
H 3.3659 4.5327 1.4593 -0.060 -0.020 0.093
H 2.5853 3.8976 2.9107 -0.047 0.149 -0.232
H 2.5354 2.7219 0.0685 0.086 -0.028 0.146
H 3.3394 2.0257 1.4974 -0.138 0.251 -0.096
H 0.5533 2.8292 3.0604 -0.045 -0.413 -0.135
H -0.1874 1.2616 2.6092 0.114 0.214 0.152
H 2.6574 1.5603 3.7616 -0.206 -0.099 0.053
H 1.2070 1.1487 4.6926 0.156 -0.039 -0.073
H 1.7739 0.0347 3.4366 0.071 0.136 0.084